Record 1
Below is a molecular structure, C32H51N4NiO2P2, with properties calculated with wB97M-V/def2-TZVPD.

The geometry in XYZ format:
```
92
C32H51N4NiO2P2 wB97M-V/def2-TZVPD
C 0.02 1.51 -2.30
C -1.88 0.04 -2.22
C -0.28 1.91 -3.59
C -2.29 0.53 -3.49
C -1.47 1.43 -4.16
H 0.39 2.59 -4.10
H -3.22 0.13 -3.89
H -1.75 1.77 -5.16
N -0.74 0.60 -1.67
P 0.73 2.26 0.28
P -1.72 -1.76 -0.11
C 1.21 2.07 -1.51
H 2.05 1.36 -1.53
H 1.58 3.02 -1.91
C -2.51 -1.00 -1.49
H -3.45 -1.42 -1.87
C -0.85 -3.30 -0.89
C -3.13 -2.45 1.00
C 2.35 2.57 1.25
C -0.31 3.85 0.16
C 0.21 -3.80 0.10
H -0.24 -4.34 0.94
H 0.89 -4.49 -0.42
H 0.80 -2.98 0.51
C -1.78 -4.46 -1.26
H -2.21 -4.98 -0.39
H -2.58 -4.16 -1.94
H -1.18 -5.21 -1.79
C -0.19 -2.84 -2.21
H 0.56 -3.59 -2.53
H -0.93 -2.74 -3.01
H 0.33 -1.89 -2.10
C -2.55 -3.46 2.01
H -1.66 -3.05 2.51
H -3.30 -3.68 2.78
H -2.28 -4.41 1.55
C -3.76 -1.29 1.78
H -3.07 -0.87 2.52
H -4.11 -0.49 1.13
H -4.64 -1.66 2.34
C -4.29 -3.07 0.21
H -4.01 -3.94 -0.38
H -5.05 -3.40 0.93
H -4.77 -2.34 -0.45
C -0.59 4.34 1.59
H -1.35 5.13 1.55
H -1.00 3.53 2.21
H 0.29 4.76 2.09
C -1.65 3.59 -0.57
H -1.48 3.42 -1.64
H -2.22 2.76 -0.15
H -2.27 4.50 -0.46
C 0.36 4.97 -0.64
H -0.33 5.82 -0.64
H 1.31 5.33 -0.22
H 0.53 4.69 -1.69
C 3.35 1.44 0.97
H 3.66 1.40 -0.08
H 4.26 1.62 1.57
H 2.95 0.46 1.27
C 2.03 2.56 2.75
H 1.52 1.63 3.05
H 2.98 2.62 3.31
H 1.42 3.41 3.06
C 3.03 3.90 0.88
H 3.22 3.98 -0.20
H 2.48 4.78 1.23
H 4.01 3.93 1.38
Ni -0.27 0.11 0.15
C -1.62 0.94 1.38
O -2.58 1.52 1.72
N 1.44 -0.81 -0.11
C 2.34 -1.24 -0.74
C 3.44 -1.80 -1.42
C 4.63 -2.04 -0.71
C 3.37 -2.10 -2.80
C 5.73 -2.59 -1.37
H 4.68 -1.80 0.35
C 4.47 -2.66 -3.44
H 2.45 -1.90 -3.35
C 5.65 -2.90 -2.73
H 6.66 -2.78 -0.81
H 4.42 -2.90 -4.51
H 6.52 -3.33 -3.24
N -1.88 -0.75 4.63
C -1.35 0.36 4.04
N -1.61 1.59 4.52
O -0.69 0.26 2.95
H -2.28 -0.66 5.55
H -1.62 -1.70 4.34
H -1.34 2.36 3.91
H -2.00 1.74 5.44
```

Charge: +1
E_HOMO (spin up / spin down) (eV): -9.00 / -9.12
HOMO-LUMO gap (spin up / spin down) (Ha): 0.2493 / 0.1934
Spin multiplicity: 3

---

Record 2
Below is 2 unconnected molecules or ions with the total composition C3H8OS2, with properties calculated with wB97M-V/def2-TZVPD.

The geometry in XYZ format:
```
14
C3H8OS2 wB97M-V/def2-TZVPD
C 2.30 1.11 0.07
S 1.93 -0.65 0.65
S 1.73 -1.54 -1.28
H 1.93 1.18 -0.94
H 3.38 1.20 0.16
H 1.73 1.73 0.76
H 0.76 -0.68 -1.51
O -2.04 -1.03 -1.43
C -2.26 -0.27 -0.52
C -1.76 -0.47 0.88
H -2.64 0.75 -0.73
H -2.04 0.44 1.43
H -0.68 -0.57 1.03
H -2.33 -1.22 1.44
```

Charge: 0
E_HOMO (eV): -8.77
HOMO-LUMO gap (Ha): 0.3357
SMILES: CC=O.CSS

---

Record 3
Below is a molecular structure, C24H35KN7O8S, with properties calculated with wB97M-V/def2-TZVPD.

The geometry in XYZ format:
```
76
C24H35KN7O8S wB97M-V/def2-TZVPD
K -0.04 0.95 -0.24
C 1.71 1.43 4.49
N 0.33 1.16 4.19
C -0.54 1.00 5.33
C 0.01 0.88 2.89
O 0.80 1.04 2.00
C -1.44 0.48 2.65
O -1.59 0.00 1.34
C -2.93 -0.01 0.96
C -3.01 -0.38 -0.51
O -2.04 -0.60 -1.19
N -4.27 -0.42 -1.04
C -5.52 -0.33 -0.33
C -4.40 -0.46 -2.48
H 1.79 2.34 5.10
H 2.26 1.57 3.56
H 2.16 0.59 5.03
H -0.24 1.72 6.09
H -0.45 -0.01 5.75
H -1.58 1.19 5.07
H -2.05 1.38 2.78
H -1.74 -0.29 3.37
H -3.36 1.00 1.08
H -3.50 -0.72 1.59
H -5.38 -0.33 0.74
H -6.15 -1.19 -0.59
H -6.06 0.58 -0.61
H -3.41 -0.29 -2.91
H -5.08 0.33 -2.81
H -4.78 -1.43 -2.82
N 1.54 -7.62 -0.63
C 1.62 -6.27 -0.28
C 2.84 -5.60 -0.32
C 2.92 -4.27 0.07
C 1.79 -3.61 0.49
C 0.57 -4.26 0.54
C 0.48 -5.59 0.16
S 1.83 -1.87 0.98
O 0.86 -1.78 2.06
O 3.19 -1.57 1.37
N 1.30 -1.00 -0.24
C 1.94 -1.01 -1.39
N 2.87 -1.96 -1.65
C 3.49 -1.92 -2.80
C 3.24 -0.95 -3.76
C 2.24 -0.05 -3.43
N 1.59 -0.07 -2.29
H 2.25 -7.91 -1.30
H 0.61 -7.90 -0.92
H 3.72 -6.13 -0.65
H 3.85 -3.74 0.03
H -0.29 -3.71 0.87
H -0.46 -6.12 0.21
H 4.22 -2.71 -2.96
H 3.77 -0.91 -4.70
H 1.93 0.73 -4.12
C 1.11 4.44 1.60
C 0.89 4.05 0.14
C 1.43 5.12 -0.80
O 1.62 2.86 -0.13
C -0.66 3.82 -0.05
O -1.29 4.64 -0.73
O -1.12 2.83 0.56
H 2.18 4.45 1.84
H 0.63 3.70 2.24
H 0.68 5.42 1.82
H 2.45 5.38 -0.54
H 0.79 6.00 -0.75
H 1.40 4.73 -1.82
H 1.34 2.22 0.55
C -0.81 3.03 -5.07
C -0.80 2.44 -3.75
N -0.82 1.94 -2.73
H -1.10 2.28 -5.80
H 0.18 3.41 -5.31
H -1.52 3.86 -5.10
```

Charge: -1
E_HOMO (eV): -4.78
HOMO-LUMO gap (Ha): 0.2572

---

The calculation returns the following ΔE to the lowest compared entry with this formula, charge and spin values, one per record and in order: 0.570; 0.980; 2.804 eV.
The calculation returns the following strongest force on any atom values, one per record and in order: 4.1; 2.1; 2.9 eV/Å.